No. 1
# C4H6O2

A single C4H6O2 molecule in a non-equilibrium geometry (the ωB97M-V functional and the def2-TZVPD basis, the Open Molecules 2025 dataset).

Values from the calculation:
ΔE to the lowest compared entry with this formula, charge and spin, kJ/mol: 578.35
Frontier orbital gap, eV: 9.673
LUMO level, eV: 0.751

Each line ends with the Löwdin charge.
Geometry (Å):
1 O 0.6074 0.8444 1.0258  -0.03
2 O -1.2101 -1.6318 -0.6294  -0.11
3 C 0.8674 -0.4555 -0.0833  0.05
4 C -0.2675 0.4908 -0.1384  -0.25
5 C -1.4993 -0.4019 0.0049  -0.22
6 C 1.8135 0.6100 0.2018  -0.15
7 H 2.6728 0.2996 0.7867  0.11
8 H -2.2978 -0.0596 -0.6507  0.12
9 H -1.8766 -0.4001 1.0511  0.13
10 H -0.3611 1.3797 -0.7753  0.15
11 H 1.9677 1.4060 -0.5183  0.11
12 H -0.4165 -2.0816 -0.2749  0.07

No. 2
# C7H13N2OS

2 unconnected molecules or ions with the total composition C7H13N2OS in a non-equilibrium geometry (the ωB97M-V functional and the def2-TZVPD basis, the Open Molecules 2025 dataset).

Values from the calculation:
ΔE to the lowest compared entry with this formula, charge and spin, kJ/mol: 204.51
Frontier orbital gap, eV: 9.127
Charge: +1
LUMO level, eV: -3.578

Each line ends with the Löwdin charge.
Geometry (Å):
1 S -2.3379 -1.3715 0.5133  1.02
2 O -1.2341 1.9320 -0.8979  0.12
3 N -1.2953 -0.2196 0.0122  -0.31
4 N 1.6261 -0.4953 -0.2050  -0.19
5 C -3.7213 -0.3458 0.1186  -0.30
6 C 0.7513 0.4396 1.8764  -0.01
7 C 2.2461 0.6373 -0.7786  -0.03
8 C 0.8383 -0.5536 0.8342  -0.18
9 C -1.8751 0.8154 -0.5107  -0.47
10 C -3.3001 0.8458 -0.3447  -0.07
11 C 1.7855 -1.8222 -0.8969  0.02
12 H -4.7111 -0.4500 0.3808  0.06
13 H -0.0370 0.0811 2.4581  0.07
14 H 0.9309 -2.2716 -1.4299  0.11
15 H 2.0662 -2.5891 -0.1310  0.11
16 H 3.2750 0.7237 -0.2484  0.15
17 H 0.4278 -1.5059 1.0043  0.10
18 H 2.6286 -1.5465 -1.6066  0.11
19 H -0.3401 1.9595 -0.6019  0.05
20 H -3.8879 1.5686 -0.8988  0.13
21 H 1.6351 1.6280 -0.5471  0.13
22 H 1.7430 0.6310 2.3951  0.14
23 H 2.4499 0.5155 -1.8428  0.10
24 H 0.3358 1.3936 1.3474  0.12

No. 3
# C5H14N3

2 unconnected molecules or ions with the total composition C5H14N3 in a non-equilibrium geometry (the ωB97M-V functional and the def2-TZVPD basis, the Open Molecules 2025 dataset).

Values from the calculation:
Spin multiplicity: 2
ΔE to the lowest compared entry with this formula, charge and spin, kJ/mol: 725.69
Frontier orbital gap (alpha / beta), eV: 4.160 / 4.369
⟨S²⟩: 0.766
Charge: +2
LUMO level (alpha / beta), eV: -13.263 / -13.141

Each line ends with the Mulliken spin population.
Geometry (Å):
1 N 1.2542 -2.7507 -0.3308  -0.01
2 N 0.7338 -0.2462 1.3463  0.97
3 N 2.7198 0.9217 -0.3669  -0.04
4 C 1.4268 1.4592 -0.2426  0.07
5 C 0.5022 0.7372 0.4769  -0.05
6 C -0.9534 0.9521 -0.1141  0.07
7 C -3.4645 0.1758 -0.4613  0.00
8 C -2.0046 -0.2920 -0.0641  0.01
9 H -3.5800 0.3046 -1.5168  0.00
10 H -1.6761 -1.1449 -0.7374  0.00
11 H -1.3498 1.7209 0.4697  -0.01
12 H 1.1838 -2.0157 0.4075  0.00
13 H -2.0178 -0.6836 0.9045  0.00
14 H 0.6163 -3.5525 -0.0638  0.00
15 H 2.7382 0.0135 0.0022  0.00
16 H -0.9697 1.2801 -1.2260  0.00
17 H 3.1738 0.7612 -1.4174  0.00
18 H 1.1455 2.4524 -0.5850  0.00
19 H -3.8129 1.1202 0.1056  0.00
20 H 2.0804 -3.2554 -0.4956  0.00
21 H 0.6117 0.0223 2.3050  -0.02
22 H -4.1368 -0.6909 -0.2611  0.00

No. 4
# C3HBeFO2

A molecular structure, C3HBeFO2 in a non-equilibrium geometry (the ωB97M-V functional and the def2-TZVPD basis, the Open Molecules 2025 dataset).

Values from the calculation:
ΔE to the lowest compared entry with this formula, charge and spin, kJ/mol: 0.00
Frontier orbital gap, eV: 9.940
LUMO level, eV: -0.422

Each line ends with the Löwdin charge.
Geometry (Å):
1 F -0.4040 2.4492 0.4310  -0.24
2 O 0.6680 -1.1586 0.2842  -0.02
3 O 2.7379 -0.2989 -0.1162  0.09
4 C -1.7197 -0.7722 -0.3575  0.14
5 C -0.5930 -0.9664 0.0381  -0.29
6 C 1.6156 -0.0325 0.1935  -0.29
7 Be 0.4389 1.3325 0.1195  0.56
8 H -2.7438 -0.5531 -0.5926  0.05

no.,electronic energy (eV)
1,-8334.467
2,-23324.312
3,-9857.553
4,-10340.112